No. 1
The following is a quantum chemistry calculation of one molecule with the formula C18H25N3O2S, from OMol25.

ORCA input file:
```
! RIJCOSX wB97M-V def2-TZVPD def2/J DEFGRID3
* xyz 0 1
C 0.061 2.735 0.442
C -1.198 2.015 -0.020
H -0.937 1.053 -0.463
H -1.705 2.610 -0.784
C -2.165 1.772 1.145
C -3.345 0.990 0.660
C -4.516 1.566 0.279
C -5.597 0.772 -0.241
O -6.690 1.148 -0.605
N -5.273 -0.596 -0.310
C -4.080 -1.081 0.091
N -3.135 -0.351 0.582
S -3.828 -2.802 -0.056
C -2.069 -2.833 0.370
H -1.960 -2.431 1.375
C -1.259 -2.021 -0.639
O -1.745 -1.671 -1.695
C 0.104 -1.762 -0.230
C 1.067 -1.083 -0.975
N 2.221 -1.077 -0.266
C 2.031 -1.727 0.933
C 0.741 -2.162 0.980
H 0.300 -2.709 1.788
C 3.119 -1.904 1.932
H 3.930 -2.512 1.528
H 2.720 -2.409 2.807
H 3.535 -0.947 2.245
C 3.452 -0.456 -0.680
H 3.521 -0.504 -1.770
H 4.288 -1.022 -0.262
C 3.546 1.005 -0.227
C 4.865 1.631 -0.660
H 4.916 2.667 -0.335
H 4.963 1.606 -1.743
H 5.706 1.093 -0.228
H 2.714 1.567 -0.652
H 3.454 1.054 0.860
C 0.945 -0.470 -2.321
H -0.078 -0.587 -2.668
H 1.192 0.591 -2.297
H 1.611 -0.960 -3.032
H -1.762 -3.879 0.344
H -5.976 -1.216 -0.697
H -4.673 2.630 0.346
H -2.490 2.725 1.564
H -1.651 1.194 1.915
H 0.613 2.121 1.150
H 0.707 2.955 -0.406
H -0.192 3.675 0.927
*
```

Calculated values
* SMILES: CCCc1cc(=O)[nH]c(SCC(=O)c2cc(C)n(CCC)c2C)n1
* relative energy (zero: lowest compared OMol25 entry of this formula, charge and spin): 0.000 eV

=====

No. 2
The following is a quantum chemistry calculation of one molecule with the formula C18H25N3O3 at a distorted geometry, from OMol25.

ORCA input file:
```
! RIJCOSX wB97M-V def2-TZVPD def2/J DEFGRID3
* xyz 0 1
C 1.800 0.688 2.174
H 2.805 0.298 2.366
O 1.754 1.441 0.982
C 2.077 0.760 -0.219
C 1.026 -0.222 -0.625
N 0.356 -0.170 -1.728
N -0.497 -1.215 -1.726
C -0.308 -1.859 -0.621
O 0.654 -1.281 0.129
C -1.031 -3.062 -0.147
H -0.883 -3.154 0.931
C -2.522 -2.909 -0.453
H -2.666 -2.758 -1.522
H -3.051 -3.810 -0.139
C -3.064 -1.730 0.351
O -2.808 -1.591 1.531
N -3.851 -0.886 -0.340
H -3.944 -0.996 -1.337
C -4.403 0.320 0.240
C -3.856 1.587 -0.419
H -4.195 1.620 -1.458
H -4.285 2.448 0.098
C -2.326 1.692 -0.400
C -1.888 2.956 -1.135
H -2.264 2.960 -2.156
H -0.803 3.010 -1.172
H -2.262 3.842 -0.625
C -1.770 1.695 1.022
H -1.952 0.745 1.520
H -2.230 2.488 1.608
H -0.697 1.868 0.998
H -1.917 0.832 -0.940
H -5.494 0.297 0.135
H -4.156 0.295 1.302
H -0.628 -3.950 -0.641
C 3.461 0.141 -0.203
C 4.536 0.900 -0.650
C 5.820 0.388 -0.615
C 6.046 -0.889 -0.129
C 4.982 -1.649 0.322
C 3.695 -1.138 0.287
H 2.877 -1.745 0.646
H 5.150 -2.645 0.705
H 7.048 -1.291 -0.102
H 6.647 0.987 -0.967
H 4.361 1.897 -1.025
H 2.046 1.548 -0.981
H 1.526 1.385 2.964
H 1.084 -0.139 2.164
*
```

Calculated values
* SMILES: CO[C@@H](c1ccccc1)c1nnc(CCC(=O)NCCC(C)C)o1
* relative energy (zero: lowest compared OMol25 entry of this formula, charge and spin): 2.425 eV

=====

No. 3
The following is a quantum chemistry calculation of C18H25NO7OsPSi as an isolated structure at a distorted geometry, from OMol25.

ORCA input file:
```
! RIJCOSX wB97M-V def2-TZVPD def2/J DEFGRID3
* xyz 1 5
Os -0.863 -0.294 -0.233
O -2.362 -5.613 -3.079
C -1.900 -4.598 -2.590
C -0.866 -4.444 -1.434
O -0.158 -5.248 -0.926
C -0.951 -2.988 -1.067
C -1.695 -2.280 -2.003
O -1.773 -0.966 -1.819
C -2.317 -3.143 -2.987
O -2.953 -2.878 -3.987
O -0.340 -2.384 -0.087
C 1.322 0.059 -3.317
Si 0.835 0.931 -1.678
C 0.069 2.588 -2.097
C 2.462 1.248 -0.709
C 2.870 2.505 -0.184
C 4.143 2.678 0.396
C 5.027 1.572 0.431
C 4.643 0.364 -0.105
C 3.406 0.208 -0.689
H 2.156 0.677 -3.705
H 0.433 0.012 -3.971
H 1.608 -0.958 -3.184
H 0.745 3.230 -2.622
H -0.292 3.213 -1.197
H -0.866 2.482 -2.646
H 2.147 3.317 -0.173
H 4.482 3.597 0.803
H 6.021 1.673 0.896
H 5.367 -0.455 -0.046
H 3.213 -0.713 -1.163
C -4.377 -1.284 0.168
P -3.165 -0.255 1.036
C -3.129 -0.894 2.717
C -3.831 1.378 1.332
H -5.116 -1.636 0.895
H -3.876 -2.075 -0.384
H -4.960 -0.628 -0.491
H -4.145 -0.986 3.035
H -2.615 -0.248 3.436
H -2.682 -1.862 2.839
H -4.607 1.297 2.064
H -4.320 1.791 0.450
H -3.130 2.075 1.760
N 2.743 0.862 2.461
C 1.499 1.133 3.266
C 0.249 0.981 2.312
O -0.760 1.472 2.701
O 0.408 0.316 1.194
H 2.985 1.635 1.748
H 2.672 -0.026 1.966
H 3.638 0.893 2.983
H 1.498 2.210 3.517
H 1.409 0.456 4.166
*
```

Calculated values
* relative energy (zero: lowest compared OMol25 entry of this formula, charge and spin): 1.509 eV

=====

No. 4
The following is a quantum chemistry calculation of C18H26BN8RuS as an isolated structure at a distorted geometry, from OMol25.

ORCA input file:
```
! RIJCOSX wB97M-V def2-TZVPD def2/J DEFGRID3
* xyz 4 6
Ru -1.146 -0.672 1.386
C -2.814 -2.787 -0.906
C -1.852 -1.794 -1.336
C -1.369 -1.523 -2.652
C -0.278 -0.736 -2.512
N -0.012 -0.550 -1.209
N -1.003 -1.176 -0.496
B 1.172 0.226 -0.697
N 1.695 -0.475 0.604
C 2.987 -0.706 1.179
C 2.816 -1.209 2.458
C 1.487 -1.238 2.690
C 0.645 -1.700 3.861
N 0.850 -0.868 1.579
N 0.685 1.697 -0.230
C 1.076 2.932 -0.320
C 0.178 3.746 0.428
C -0.864 2.758 0.884
C -2.091 2.991 1.641
N -0.530 1.582 0.471
N 2.381 0.179 -1.728
C 2.877 -0.780 -2.629
C 4.006 -0.281 -3.198
C 4.134 1.047 -2.645
C 5.045 2.133 -3.044
N 3.209 1.211 -1.641
H -2.460 -3.561 -0.295
H -3.216 -3.233 -1.832
H -3.771 -2.330 -0.626
H -1.923 -1.894 -3.468
H 0.265 -0.227 -3.276
H 4.011 -0.574 0.738
H 3.629 -1.467 3.174
H -0.159 -1.034 4.001
H 1.234 -1.736 4.723
H 0.274 -2.763 3.772
H 2.021 3.215 -0.733
H 0.381 4.694 0.775
H -1.907 3.699 2.463
H -2.470 2.110 2.168
H -2.960 3.432 1.124
H 2.361 -1.728 -2.708
H 4.571 -0.765 -3.967
H 5.900 1.917 -2.358
H 4.701 3.093 -2.737
H 5.548 2.019 -3.997
C -4.504 0.302 0.090
S -3.456 -0.383 1.492
C -4.283 -1.782 2.321
H -5.112 1.062 0.575
H -5.036 -0.544 -0.294
H -3.716 0.677 -0.629
H -3.727 -1.904 3.260
H -4.170 -2.764 1.766
H -5.311 -1.533 2.536
*
```

Calculated values
* relative energy (zero: lowest compared OMol25 entry of this formula, charge and spin): 0.376 eV

=====

No. 5
The following is a quantum chemistry calculation of C18H26INO2P as an isolated structure, from OMol25.

ORCA input file:
```
! RIJCOSX wB97M-V def2-TZVPD def2/J DEFGRID3
* xyz -1 1
C 7.413 -3.410 -0.307
C 7.187 -2.164 0.537
O 6.446 -1.172 -0.147
C 5.119 -0.951 0.316
C 4.099 -1.919 -0.280
O 2.915 -1.875 0.463
C 1.724 -1.379 -0.211
C 0.471 -2.047 0.183
I 0.456 -4.102 -0.562
P 0.178 -2.155 1.896
N 0.028 -0.745 2.617
H 6.500 -3.996 -0.420
H 8.168 -4.047 0.162
H 7.768 -3.128 -1.300
H 6.683 -2.428 1.475
H 8.156 -1.724 0.801
H 5.073 -1.030 1.409
H 4.872 0.078 0.047
H 3.916 -1.664 -1.333
H 4.512 -2.936 -0.263
H 1.622 -0.311 0.019
H 1.889 -1.486 -1.290
H 1.092 -2.999 2.588
H -0.970 -2.974 1.952
H 0.678 -0.679 3.394
C -1.466 1.804 -0.255
C -1.994 2.903 -0.919
C -2.248 4.080 -0.226
C -1.971 4.150 1.134
C -1.445 3.045 1.793
C -1.190 1.865 1.106
H -1.266 0.882 -0.790
H -2.222 2.840 -1.977
H -2.670 4.935 -0.740
H -2.169 5.065 1.679
H -1.233 3.098 2.855
H -0.783 0.993 1.611
C -6.642 2.306 -0.537
C -7.584 1.774 -1.408
C -7.220 0.766 -2.290
C -5.915 0.291 -2.300
C -4.974 0.825 -1.431
C -5.337 1.835 -0.550
H -6.925 3.091 0.153
H -8.602 2.143 -1.398
H -7.953 0.348 -2.969
H -5.631 -0.500 -2.983
H -3.957 0.455 -1.430
H -4.597 2.248 0.124
*
```

Calculated values
* E_tot: -42061.11832 eV

=====

No. 6
The following is a quantum chemistry calculation of one molecule with the formula C18H26N2O4, from OMol25.

ORCA input file:
```
! RIJCOSX wB97M-V def2-TZVPD def2/J DEFGRID3
* xyz 0 1
C -5.681 0.264 -2.525
C -4.723 -0.170 -1.422
C -5.481 -0.692 -0.203
C -4.574 -1.138 0.948
O -3.949 -0.047 1.595
C -2.719 0.397 1.236
C -1.853 -0.207 0.328
C -0.616 0.353 0.065
C -0.212 1.520 0.703
C -1.063 2.103 1.641
C -2.300 1.559 1.896
H -2.971 2.007 2.611
H -0.737 2.993 2.157
C 1.119 2.128 0.464
O 1.779 2.646 1.356
N 1.534 2.116 -0.824
H 1.031 1.551 -1.488
C 2.861 2.558 -1.206
H 2.866 2.809 -2.267
H 3.114 3.437 -0.607
C 3.857 1.425 -0.928
O 4.352 0.753 -1.810
N 4.095 1.263 0.390
H 3.524 1.812 1.028
C 4.574 -0.001 0.887
H 5.204 -0.438 0.109
H 5.158 0.152 1.796
C 3.374 -0.934 1.183
C 3.822 -2.385 1.382
H 3.078 -2.919 1.973
C 3.857 -2.921 -0.054
H 4.870 -2.899 -0.454
C 2.951 -1.947 -0.833
H 2.071 -2.438 -1.256
H 3.502 -1.447 -1.639
O 2.480 -0.977 0.092
H 3.489 -3.943 -0.112
H 4.785 -2.452 1.883
H 2.808 -0.530 2.028
H 0.057 -0.159 -0.607
H -2.125 -1.117 -0.182
H -5.190 -1.601 1.726
H -3.845 -1.878 0.606
H -6.097 -1.544 -0.496
H -6.143 0.092 0.171
H -4.065 -0.953 -1.806
H -4.101 0.679 -1.131
H -5.129 0.630 -3.387
H -6.301 -0.571 -2.843
H -6.334 1.059 -2.172
*
```

Calculated values
* SMILES: CCCCOc1ccc(C(=O)NCC(=O)NC[C@@H]2CCCO2)cc1
* relative energy (zero: lowest compared OMol25 entry of this formula, charge and spin): 0.264 eV

=====

No. 7
The following is a quantum chemistry calculation of one molecule with the formula C18H26N6O4, from OMol25.

ORCA input file:
```
! RIJCOSX wB97M-V def2-TZVPD def2/J DEFGRID3
* xyz 0 1
C -3.994 -0.214 -1.544
C -3.712 -1.677 -1.621
N -4.691 -2.556 -1.494
N -4.098 -3.756 -1.629
C -2.770 -3.680 -1.845
C -1.928 -4.893 -2.049
C -2.472 -2.333 -1.843
C -1.114 -1.720 -2.013
C -0.615 -1.111 -0.713
O -1.158 -0.099 -0.288
N 0.419 -1.680 -0.023
C 0.945 -3.017 -0.262
C 0.539 -3.972 0.854
O 0.177 -5.114 0.650
N 0.612 -3.388 2.073
C 1.341 -2.137 2.213
C 0.754 -1.083 1.281
C 1.749 0.081 1.135
O 2.918 -0.033 1.463
N 1.214 1.194 0.594
C 1.932 2.440 0.568
C 1.831 3.140 -0.778
C 2.549 4.475 -0.686
C 1.880 5.352 0.354
N 1.673 4.666 1.625
C 1.257 5.519 2.722
C 1.486 3.320 1.748
O 1.040 2.809 2.758
H -3.212 0.362 -2.034
H -4.953 0.006 -2.011
H -4.031 0.122 -0.507
H -4.658 -4.589 -1.585
H -1.067 -4.658 -2.676
H -1.547 -5.294 -1.109
H -2.492 -5.673 -2.561
H -0.424 -2.434 -2.455
H -1.172 -0.875 -2.703
H 0.581 -3.427 -1.194
H 2.038 -2.985 -0.316
H 0.455 -3.981 2.872
H 1.254 -1.784 3.238
H 2.405 -2.262 2.010
H -0.178 -0.699 1.698
H 0.217 1.179 0.417
H 2.979 2.196 0.768
H 2.265 2.501 -1.548
H 0.778 3.296 -1.039
H 3.594 4.308 -0.411
H 2.546 4.997 -1.643
H 2.488 6.237 0.555
H 0.914 5.708 -0.028
H 1.205 4.929 3.631
H 1.979 6.327 2.847
H 0.273 5.958 2.532
*
```

Calculated values
* SMILES: Cc1n[nH]c(C)c1CC(=O)N1CC(=O)NC[C@H]1C(=O)N[C@H]1CCCN(C)C1=O
* relative energy (zero: lowest compared OMol25 entry of this formula, charge and spin): 0.286 eV

=====

No. 8
The following is a quantum chemistry calculation of one molecule with the formula C18H27BFN3O5, from OMol25.

ORCA input file:
```
! RIJCOSX wB97M-V def2-TZVPD def2/J DEFGRID3
* xyz 0 1
C -2.854 -1.787 2.640
N -1.622 -1.798 1.862
C -0.471 -1.193 2.549
C -1.353 -3.009 1.256
O -1.958 -4.022 1.500
C -0.206 -3.007 0.267
C 0.050 -1.834 -0.699
C 1.374 -2.202 -1.484
B 2.473 -1.051 -1.524
O 3.022 -0.623 -0.352
O 2.947 -0.506 -2.685
N 0.983 -2.717 -2.817
C -0.150 -1.929 -3.120
O -0.363 -1.406 -4.166
C -0.981 -1.660 -1.830
F -1.921 -2.685 -1.756
C -1.662 -0.310 -2.022
C -2.436 0.309 -0.858
C -2.423 1.842 -0.869
N -1.419 2.395 0.061
C -0.074 2.350 -0.501
C 0.999 2.727 0.478
C 0.751 2.867 1.838
C 1.772 3.163 2.726
C 3.068 3.319 2.261
C 3.332 3.188 0.908
C 2.303 2.899 0.029
O 2.603 2.697 -1.306
H -3.637 -2.265 2.069
H -2.752 -2.279 3.604
H -3.140 -0.750 2.790
H -0.848 -0.581 3.357
H 0.076 -0.519 1.900
H 0.209 -1.940 2.947
H 0.700 -3.171 0.848
H -0.361 -3.902 -0.326
H 0.253 -0.921 -0.157
H 1.859 -3.040 -0.980
H 2.851 -1.207 0.391
H 2.330 0.035 -3.181
H 0.754 -3.701 -2.759
H -2.337 -0.451 -2.862
H -0.899 0.371 -2.387
H -3.458 -0.049 -0.893
H -1.997 0.002 0.075
H -2.265 2.217 -1.886
H -3.386 2.214 -0.537
H -1.661 3.370 0.200
H 0.015 2.959 -1.404
H 0.110 1.322 -0.797
H -0.256 2.740 2.195
H 1.559 3.259 3.778
H 3.875 3.535 2.940
H 4.328 3.282 0.510
H 2.296 3.448 -1.822
*
```

Calculated values
* SMILES: CN(C)C(=O)C[C@H]1[C@H](B(O)O)NC(=O)[C@]1(F)CCCNCc1ccccc1O
* E_tot: -37207.86088 eV

=====

No. 9
The following is a quantum chemistry calculation of C18H27BaBrNO4P2 as an isolated structure at a distorted geometry, from OMol25.

ORCA input file:
```
! RIJCOSX wB97M-V def2-TZVPD def2/J DEFGRID3
* xyz 1 1
Ba 0.560 1.646 -0.342
P 2.189 -1.154 -0.206
C 2.374 -1.545 -1.991
C 1.069 -1.747 -2.718
N -0.022 -1.077 -2.297
C -1.193 -1.420 -2.871
C -1.292 -2.292 -3.965
C -0.145 -2.865 -4.479
C 1.049 -2.606 -3.828
C -2.481 -0.864 -2.318
P -2.226 0.604 -1.255
H 1.962 -3.073 -4.175
H -2.256 -2.540 -4.391
H -0.183 -3.518 -5.344
H -3.146 -0.569 -3.155
H -2.999 -1.626 -1.701
H 2.940 -0.696 -2.431
H 2.988 -2.462 -2.043
H 1.395 3.989 -2.771
O 1.627 3.017 -2.872
H 2.349 3.007 -3.577
H -1.139 4.534 -0.350
O -0.789 4.598 -1.280
H -1.076 5.511 -1.555
C -2.560 1.804 -2.607
H -3.573 1.549 -2.963
H -2.522 2.853 -2.285
H -1.866 1.623 -3.434
C -3.900 0.655 -0.532
H -4.017 1.552 0.097
H -4.658 0.685 -1.336
H -4.079 -0.249 0.065
C 2.372 -2.897 0.411
H 3.373 -3.254 0.126
H 2.283 -2.923 1.502
H 1.637 -3.556 -0.060
C 3.940 -0.747 0.058
H 4.127 -0.510 1.116
H 4.562 -1.619 -0.219
H 4.237 0.092 -0.584
Br 0.149 3.460 4.033
C -0.035 1.810 4.939
C -0.053 1.840 6.356
C -0.118 0.663 7.126
C -0.181 -0.577 6.485
C -0.190 -0.624 5.109
C -0.115 0.541 4.319
C 0.006 0.270 2.860
O 0.234 -0.943 2.576
O -0.087 1.213 1.990
H 0.009 2.799 6.871
H -0.104 0.721 8.223
H -0.210 -1.497 7.065
H -0.220 -1.586 4.607
*
```

Calculated values
* relative energy (zero: lowest compared OMol25 entry of this formula, charge and spin): 0.837 eV